1.
This record from OMol25 describes a molecular structure, C25H32AuN5OSSe. The level of theory is ωB97M-V/def2-TZVPD.

```
66
Properties=species:S:1:pos:R:3:mulliken_spin:R:1
Au 0.246 -0.169 0.264 0.3632
C 2.729 -2.723 2.589 0.0020
N 2.698 -1.411 3.237 0.0116
C 2.750 -1.203 4.594 0.0090
C 2.718 0.136 4.791 0.0085
N 2.643 0.725 3.552 0.0126
C 2.648 2.169 3.311 -0.0021
C 2.622 -0.230 2.607 -0.0092
Se 2.661 0.059 0.741 0.2044
H 2.853 -3.471 3.366 0.0004
H 3.570 -2.764 1.900 -0.0002
H 1.798 -2.885 2.053 -0.0012
H 2.818 -2.017 5.293 0.0012
H 2.754 0.715 5.695 0.0012
H 2.572 2.664 4.274 0.0001
H 1.799 2.433 2.687 0.0017
H 3.574 2.455 2.818 0.0006
C -1.488 3.907 -1.974 -0.0055
N -2.202 3.262 -0.885 0.0257
C -3.651 3.442 -0.726 -0.0014
C -3.977 2.619 0.535 -0.0023
N -2.648 2.156 0.942 0.0132
C -1.691 2.564 0.114 0.0057
S 0.007 2.289 0.353 0.2914
H -1.804 3.481 -2.926 0.0003
H -0.420 3.761 -1.842 0.0061
H -1.711 4.974 -1.967 -0.0016
H -4.165 3.069 -1.612 0.0013
H -3.875 4.503 -0.613 0.0004
H -4.630 1.775 0.317 0.0019
H -4.423 3.226 1.320 0.0012
H -2.438 1.671 1.797 0.0022
C 1.060 -2.692 -2.215 0.0043
C 0.557 -3.285 -0.933 -0.0085
C 0.196 -4.733 -0.910 0.0079
O 0.441 -2.598 0.077 0.0526
H 1.475 -3.446 -2.880 -0.0002
H 1.798 -1.919 -2.003 -0.0007
H 0.210 -2.227 -2.725 -0.0033
H 1.112 -5.323 -1.005 -0.0008
H -0.416 -4.977 -1.780 0.0004
H -0.317 -4.993 0.011 0.0008
N -1.737 -0.521 -0.368 0.9350
C -2.616 -0.658 -1.253 -0.0918
C -2.160 -0.754 -2.666 0.0529
C -1.167 0.104 -3.134 0.0032
C -0.722 -0.011 -4.442 -0.0010
C -1.257 -0.988 -5.272 0.0038
C -2.245 -1.846 -4.802 0.0055
C -2.707 -1.727 -3.501 -0.0057
C -4.047 -0.712 -0.871 0.1053
C -5.008 -0.175 -1.724 -0.0110
C -6.339 -0.163 -1.336 0.0090
C -6.710 -0.705 -0.112 -0.0057
C -5.753 -1.260 0.730 0.0010
C -4.420 -1.261 0.356 0.0096
H -0.761 0.870 -2.483 -0.0130
H 0.037 0.661 -4.816 -0.0003
H -0.911 -1.076 -6.292 -0.0001
H -2.661 -2.602 -5.452 0.0004
H -3.478 -2.391 -3.131 0.0010
H -4.716 0.237 -2.683 0.0012
H -7.089 0.255 -1.994 0.0001
H -7.752 -0.711 0.179 -0.0004
H -6.051 -1.700 1.672 0.0005
H -3.672 -1.710 0.996 0.0057
```

The value obtained for the LUMO energy (alpha / beta) is -5.09 / -7.46 eV. As for the charge: +2. Its spin multiplicity is 3. For the HOMO-LUMO gap (alpha / beta), the calculation gives 7.98 / 6.61 eV. The calculation puts the total energy at -115802.5437 eV.

---

2.
This record from OMol25 describes a molecular structure, C25H32BN8Pt at a distorted geometry. The level of theory is ωB97M-V/def2-TZVPD.

```
67
Properties=species:S:1:pos:R:3:mulliken_spin:R:1
Pt 0.862 0.605 0.609 0.0008
C 3.700 -0.606 2.725 0.0000
C 2.884 0.490 2.154 -0.0003
C 3.265 1.128 0.942 0.0000
C 2.717 2.380 0.561 0.0000
C 3.383 3.185 -0.489 0.0000
C 1.666 2.918 1.344 -0.0001
C 1.245 2.306 2.547 -0.0004
C 0.375 3.040 3.492 0.0000
C 1.834 1.069 2.907 0.0004
H 4.499 -0.150 3.328 0.0000
H 4.206 -1.210 1.975 0.0000
H 3.141 -1.242 3.410 0.0000
H 4.157 0.786 0.430 0.0000
H 4.305 3.601 -0.059 0.0000
H 2.794 4.035 -0.823 0.0000
H 3.710 2.593 -1.345 0.0000
H 1.331 3.927 1.136 0.0000
H 1.009 3.710 4.092 0.0000
H -0.130 2.394 4.207 0.0000
H -0.342 3.691 2.993 0.0000
H 1.636 0.669 3.894 0.0000
C 3.571 -1.266 -1.162 -0.0001
C 2.161 -1.608 -1.432 -0.0001
C 1.719 -2.619 -2.296 -0.0013
C 0.343 -2.568 -2.258 -0.0010
N -0.033 -1.582 -1.421 -0.0034
N 1.082 -0.998 -0.915 -0.0013
B -1.440 -1.060 -1.059 -0.0183
N -1.481 0.443 -1.391 -0.0039
C -2.257 1.073 -2.294 -0.0018
C -1.965 2.417 -2.266 -0.0010
C -0.958 2.565 -1.300 0.0000
C -0.317 3.833 -0.903 0.0004
N -0.686 1.351 -0.790 0.0016
N -1.615 -1.225 0.461 -0.0046
C -2.545 -1.945 1.116 -0.0014
C -2.316 -1.836 2.468 -0.0008
C -1.182 -1.018 2.594 0.0001
C -0.541 -0.646 3.870 0.0004
N -0.782 -0.662 1.361 0.0014
N -2.611 -1.772 -1.788 0.2808
C -3.975 -1.436 -1.614 0.0346
C -4.715 -2.252 -2.392 0.0489
C -3.761 -3.100 -3.054 0.2535
C -4.000 -4.155 -4.002 0.0108
N -2.493 -2.743 -2.629 0.3018
H 4.224 -1.936 -1.717 0.0000
H 3.809 -1.361 -0.101 0.0000
H 3.786 -0.242 -1.474 0.0000
H 2.337 -3.281 -2.877 0.0000
H -0.372 -3.173 -2.775 0.0005
H -2.968 0.562 -2.919 -0.0004
H -2.404 3.200 -2.858 0.0001
H -0.756 4.660 -1.457 0.0001
H 0.753 3.809 -1.117 -0.0001
H -0.448 4.025 0.164 -0.0001
H -3.316 -2.503 0.616 0.0001
H -2.882 -2.280 3.267 0.0000
H -1.101 -1.074 4.697 0.0001
H -0.506 0.437 4.001 -0.0001
H 0.481 -1.029 3.919 -0.0001
H -4.284 -0.644 -0.953 -0.0061
H -5.784 -2.284 -2.508 0.0012
H -5.055 -4.302 -4.215 -0.0019
H -3.532 -5.105 -3.686 0.0547
H -3.434 -3.994 -4.938 0.0562
```

The value obtained for the LUMO energy (alpha / beta) is -15.46 / -15.46 eV. As for the charge: +4. Its spin multiplicity is 2. For the HOMO-LUMO gap (alpha / beta), the calculation gives 5.17 / 5.17 eV. The calculation puts the total energy at -42245.0211 eV.

---

3.
This record from OMol25 describes a molecular structure, C25H32Br2ClIrN6OS2. The level of theory is ωB97M-V/def2-TZVPD.

```
70
Properties=species:S:1:pos:R:3:mulliken_spin:R:1
Ir -0.386 -0.157 -0.327 2.2000
C 0.521 -2.654 4.241 0.0145
S 1.905 -2.542 3.097 0.0158
C 1.189 -1.905 1.637 0.0205
S -0.496 -1.364 1.627 0.3379
N 1.973 -1.945 0.607 0.0179
N 1.364 -1.430 -0.509 0.0623
C 1.623 -1.924 -1.655 0.0298
C 0.764 -1.468 -2.751 0.0567
C 1.000 -1.822 -4.068 0.0012
C 0.110 -1.409 -5.048 0.0318
C -1.001 -0.667 -4.678 -0.0060
C -1.186 -0.361 -3.342 0.0458
N -0.326 -0.745 -2.394 0.0155
H 0.953 -3.105 5.134 0.0014
H -0.266 -3.302 3.865 -0.0009
H 0.119 -1.676 4.493 -0.0042
H 2.374 -2.692 -1.803 -0.0025
H 1.869 -2.416 -4.315 -0.0008
H 0.279 -1.668 -6.084 0.0008
H -1.725 -0.332 -5.406 -0.0008
H -2.039 0.207 -3.001 0.0016
Br -3.431 0.255 -0.096 0.0360
C -4.253 1.654 -1.146 0.0033
Br -2.957 2.888 -1.834 0.0053
H -4.944 2.185 -0.506 0.0019
H -4.759 1.180 -1.977 0.0015
C -2.505 5.437 1.837 0.0047
C -1.180 6.124 1.472 -0.0059
C -0.785 5.658 0.057 0.0018
C -1.437 7.635 1.394 0.0009
C -0.033 5.840 2.505 -0.0054
O 1.231 6.177 1.950 0.0062
C -0.087 6.688 3.805 0.0346
C -1.298 6.683 4.767 0.0742
C -1.453 5.483 5.626 0.1547
C -2.669 4.751 5.663 0.0497
C -2.829 3.708 6.523 0.0745
C -1.757 3.352 7.387 0.2799
Cl -1.956 2.088 8.462 0.1636
C -0.527 4.062 7.359 0.0422
C -0.388 5.100 6.493 0.0690
C 0.153 4.369 2.927 0.0148
N 0.365 3.405 1.856 0.0080
C -0.406 2.400 1.449 -0.0004
N 0.216 1.741 0.481 0.0899
C 1.392 2.418 0.330 0.0171
N 1.520 3.419 1.156 0.0021
H -3.183 5.503 0.984 -0.0002
H -3.020 5.909 2.673 -0.0005
H -2.390 4.375 2.057 -0.0015
H -1.433 6.155 -0.666 0.0000
H -0.927 4.589 -0.082 -0.0007
H 0.247 5.901 -0.185 0.0001
H -2.211 7.830 0.651 0.0000
H -0.555 8.195 1.072 -0.0001
H -1.782 8.062 2.337 0.0002
H 1.200 7.071 1.588 -0.0010
H 0.048 7.727 3.503 -0.0035
H 0.819 6.444 4.364 -0.0051
H -2.229 6.927 4.265 0.0000
H -1.095 7.506 5.466 0.0367
H -3.475 5.054 5.008 0.0017
H -3.752 3.147 6.584 -0.0015
H 0.258 3.770 8.043 -0.0012
H 0.530 5.674 6.474 -0.0010
H -0.690 4.003 3.513 0.0127
H 1.048 4.325 3.547 0.0012
H -1.374 2.155 1.854 -0.0010
H 2.154 2.134 -0.376 0.0021
```

The value obtained for the LUMO energy (alpha / beta) is -6.00 / -9.71 eV. As for the charge: +2. Its spin multiplicity is 5. For the HOMO-LUMO gap (alpha / beta), the calculation gives 5.62 / 2.93 eV. The calculation puts the total energy at -214531.9151 eV.